Formula: C37H41N9O4
Source: OMol25
Level of theory: wB97M-V/def2-TZVPD

Summary:
LUMO: 0.1 eV
Strongest force on any atom: 3.520 eV/Å
E_HOMO: -9.48 eV
Net charge: 0
Relative energy (zero: lowest compared OMol25 entry of this formula, charge and spin): 8.0 kcal per mole
SMILES: C[N+](=O)[O-].C[N+](=O)[O-].c1ccncc1.c1ccncc1.c1ccncc1.c1ccncc1.c1ccncc1.c1ccncc1.c1ccncc1
Multiplicity: 1
Gap between HOMO and LUMO: 9.55 eV

Geometry (Å):
1 C 11.629 14.620 8.841
2 N 12.101 15.472 7.731
3 O 11.475 16.490 7.487
4 O 13.043 15.055 7.089
5 H 12.243 13.733 8.996
6 H 10.613 14.282 8.637
7 H 11.673 15.273 9.713
8 C 11.692 10.713 12.315
9 N 11.891 11.398 10.989
10 O 12.997 11.260 10.452
11 O 10.873 11.868 10.503
12 H 12.368 9.861 12.393
13 H 10.654 10.384 12.354
14 H 11.881 11.409 13.132
15 C 8.390 11.090 16.910
16 C 7.762 10.669 18.095
17 C 8.591 10.483 19.212
18 N 9.961 10.500 19.192
19 C 10.580 10.776 18.026
20 C 9.850 11.185 16.940
21 H 7.753 11.535 16.160
22 H 6.684 10.657 18.154
23 H 8.155 10.185 20.154
24 H 11.651 10.899 17.958
25 H 10.312 11.547 16.033
26 C 8.015 13.637 9.389
27 C 7.956 14.892 8.791
28 C 8.290 15.010 7.438
29 N 8.659 13.920 6.718
30 C 8.704 12.684 7.330
31 C 8.408 12.503 8.642
32 H 7.663 13.510 10.402
33 H 7.750 15.792 9.351
34 H 8.381 15.999 7.013
35 H 9.107 11.885 6.726
36 H 8.461 11.524 9.095
37 C 11.695 19.368 17.608
38 C 11.823 17.992 17.706
39 C 12.716 17.335 16.848
40 N 13.291 17.976 15.821
41 C 13.214 19.303 15.752
42 C 12.391 20.040 16.592
43 H 11.123 19.916 18.342
44 H 11.146 17.513 18.397
45 H 12.836 16.263 16.896
46 H 13.877 19.745 15.023
47 H 12.613 21.096 16.632
48 C 10.359 19.623 8.424
49 C 9.085 19.005 8.570
50 C 8.848 18.349 9.789
51 N 9.784 18.185 10.789
52 C 11.013 18.751 10.538
53 C 11.298 19.435 9.350
54 H 10.549 20.187 7.523
55 H 8.324 19.164 7.820
56 H 7.852 17.983 9.991
57 H 11.706 18.567 11.346
58 H 12.306 19.765 9.147
59 C 5.824 9.958 12.737
60 C 6.821 10.817 13.201
61 C 8.035 10.255 13.618
62 N 8.275 8.942 13.586
63 C 7.284 8.093 13.180
64 C 6.036 8.567 12.723
65 H 4.949 10.422 12.308
66 H 6.664 11.885 13.182
67 H 8.824 10.929 13.919
68 H 7.486 7.032 13.184
69 H 5.267 7.895 12.369
70 C 14.001 16.619 11.709
71 C 14.476 15.534 10.967
72 C 14.385 14.239 11.531
73 N 13.758 13.967 12.699
74 C 13.372 15.070 13.368
75 C 13.440 16.367 12.955
76 H 14.051 17.628 11.325
77 H 14.847 15.652 9.959
78 H 14.670 13.334 11.015
79 H 12.893 14.790 14.295
80 H 12.929 17.111 13.548
81 C 10.227 16.225 13.875
82 C 10.072 15.314 12.797
83 C 9.665 14.022 13.095
84 N 9.534 13.518 14.343
85 C 9.788 14.370 15.358
86 C 10.189 15.739 15.182
87 H 10.585 17.233 13.728
88 H 10.161 15.691 11.789
89 H 9.369 13.330 12.321
90 H 9.737 14.033 16.383
91 H 10.430 16.307 16.068